Record 1
The following is a DFT calculation (ωB97M-V/def2-TZVPD) of an isolated molecule of C20H26N4O2S.

ORCA input file:
```
! RIJCOSX wB97M-V def2-TZVPD def2/J DEFGRID3
* xyz 0 1
O 3.6283 0.8969 3.8858
C 3.0211 -0.0713 3.4771
N 1.7062 -0.2821 3.6375
H 1.2806 -1.0515 3.1302
C 0.8270 0.7271 4.1775
H 0.0030 0.2266 4.6898
H 1.3946 1.3146 4.9029
C 0.3084 1.6626 3.0738
N -0.1135 0.9026 1.9155
C -0.1591 1.6760 0.6910
C -0.3337 0.7127 -0.4893
N -1.5016 -0.1392 -0.3804
C -1.5420 -0.7752 0.9208
C -1.3734 0.2038 2.0878
H -1.3539 -0.3599 3.0207
H -2.2246 0.9104 2.1287
H -2.4801 -1.3245 1.0200
H -0.7166 -1.4911 0.9658
C -2.7319 0.5102 -0.7956
C -2.7226 0.7197 -2.2879
C -2.2291 -0.2811 -3.1167
C -2.2118 -0.1107 -4.4880
C -2.6945 1.0605 -5.0497
C -3.1904 2.0598 -4.2314
C -3.2005 1.8911 -2.8569
H -3.5847 2.6780 -2.2223
H -3.5667 2.9760 -4.6630
H -2.6830 1.1939 -6.1216
H -1.8238 -0.8929 -5.1246
H -1.8517 -1.1853 -2.6643
H -2.9181 1.4722 -0.2900
H -3.5605 -0.1605 -0.5426
H -0.3892 1.2686 -1.4276
H 0.5450 0.0641 -0.5210
H 0.7834 2.2163 0.5742
H -0.9786 2.4189 0.7056
H 1.1346 2.3060 2.7617
H -0.4929 2.3036 3.4827
C 3.7192 -1.2334 2.7443
N 3.3565 -1.3011 1.3453
C 2.2298 -1.9194 0.9242
O 1.4333 -2.4286 1.7033
C 2.0241 -1.9670 -0.5257
C 2.7205 -1.4037 -1.5653
C 2.1453 -1.6829 -2.8168
C 1.0278 -2.4548 -2.7138
S 0.6511 -2.8553 -1.0957
H 0.4036 -2.8130 -3.5081
H 2.5428 -1.3257 -3.7497
H 3.6059 -0.8029 -1.4521
H 3.9179 -0.7821 0.6921
H 4.7987 -1.1030 2.8258
H 3.4198 -2.1739 3.2159
*
```

Results
* orbital gap: 8.34 eV
* highest occupied orbital energy: -8.1 eV
* SMILES: O=C(CNC(=O)c1cccs1)NCCN1CCN(Cc2ccccc2)CC1
* LUMO level: 0.26 eV

---

Record 2
The following is a DFT calculation (ωB97M-V/def2-TZVPD) of a cluster of 5 separate species, CH12O5 in total at a distorted geometry.

ORCA input file:
```
! RIJCOSX wB97M-V def2-TZVPD def2/J DEFGRID3
* xyz 0 1
C 1.3397 -0.8042 -1.7994
O 1.6920 -1.0835 -0.3469
H 0.2438 -1.2334 -1.7341
H 1.0786 0.3061 -1.8372
H 1.9468 -1.2240 -2.6844
H 0.8216 -1.5204 -0.1861
H 2.2609 1.5261 1.5554
H 1.9675 0.8208 0.1856
O 1.7293 1.5736 0.7621
H -2.9985 0.5161 1.0712
H -1.4049 0.1565 1.5854
O -2.1902 -0.1339 1.0473
H -1.1047 -3.1962 0.6980
H -1.4142 -1.7541 0.4454
O -0.9613 -2.5192 0.0749
H -0.2437 2.5782 0.5620
H -1.5641 3.1945 -0.0616
O -1.1987 2.7969 0.6624
*
```

Results
* orbital gap: 11.10 eV
* highest occupied orbital energy: -10.5 eV
* SMILES: CO.O.O.O.O
* LUMO level: 0.58 eV

---

Record 3
The following is a DFT calculation (ωB97M-V/def2-TZVPD) of a structure of composition C5H5O6Pt at a distorted geometry.

ORCA input file:
```
! RIJCOSX wB97M-V def2-TZVPD def2/J DEFGRID3
* xyz 2 4
O -1.5850 0.6632 -0.1634
C 1.1667 3.9311 0.3479
C -2.0072 -0.4111 -0.5006
O 1.7525 4.6823 0.9797
O 0.5944 3.2063 -0.3705
C -2.0325 -1.6737 0.2549
Pt 0.0006 1.7039 -1.0402
H -2.6888 -2.4020 -0.2388
H -2.0041 -1.5577 1.3438
C -0.4994 -1.8604 -0.5566
O 0.5778 -1.5689 0.3524
C 1.2861 -0.4905 0.2510
O 0.9945 0.4700 -0.4605
O 2.3278 -0.5233 1.0219
H -0.2115 -1.5458 -1.5664
H -0.4688 -2.9476 -0.6711
H 2.7968 0.3243 1.0167
*
```

Results
* orbital gap (alpha / beta): 8.55 / 8.28 eV
* highest occupied orbital energy (alpha / beta): -17.1 / -19.4 eV
* LUMO level (alpha / beta): -8.53 / -11.13 eV

---

Record 4
The following is a DFT calculation (ωB97M-V/def2-TZVPD) of a structure of composition C6H2Cl3NO4PdTe4 at a distorted geometry.

ORCA input file:
```
! RIJCOSX wB97M-V def2-TZVPD def2/J DEFGRID3
* xyz -2 3
Pd 1.8782 -0.2127 -0.0019
Te 4.3081 -0.2176 0.0036
Te 6.7835 -1.1558 0.0096
Te 4.4820 -4.5390 0.0009
Te 2.7479 -2.5047 -0.0019
Cl -5.4835 0.8182 0.0013
C -3.8781 0.0885 0.0012
C -2.7526 0.8977 0.0016
C -1.5013 0.3131 0.0014
Cl -0.0926 1.3393 0.0016
C -1.2757 -1.1033 -0.0004
O -0.1231 -1.6334 -0.0023
C -2.4928 -1.8554 0.0000
Cl -2.3605 -3.5911 -0.0005
C -3.7528 -1.2871 0.0009
H -2.8491 1.9748 0.0018
H -4.6312 -1.9198 0.0011
O 3.7802 4.3438 0.1002
N 2.7491 3.6576 -0.0053
O 1.6259 4.1939 -0.0463
O 2.8383 2.3932 -0.0666
*
```

Results
* orbital gap (alpha / beta): 5.75 / 4.84 eV
* highest occupied orbital energy (alpha / beta): -2.0 / -2.1 eV
* LUMO level (alpha / beta): 3.72 / 2.77 eV

---

Per-record energy relative to the best compared isomer or geometry (same formula, charge and spin), kcal/mol: 24.8 35.8 39.8 39.7